# C40H80NO16

6 unconnected molecules or ions with the total composition C40H80NO16 (ωB97M-V/def2-TZVPD, the OMol25 dataset).

Structure (XYZ):
```
137
C40H80NO16 | the OMol25 dataset | ωB97M-V/def2-TZVPD
C -0.23613 -3.34233 0.73010
C 0.48141 -4.10310 -0.07955
C 0.38796 -4.09534 -1.56524
O -0.15414 -4.98464 -2.13490
O 1.01820 -3.11681 -2.27240
C 0.71679 -1.78657 -1.81345
C 1.32878 -0.78859 -2.78647
C 2.07043 0.35505 -2.08537
C 1.29691 1.01125 -0.95132
C -0.00750 1.64244 -1.44465
C -0.75102 2.25341 -0.26090
O -1.41917 3.50942 -0.53380
C -2.15551 3.52581 -1.65073
O -1.77584 3.98988 -2.67402
C -3.55328 2.97753 -1.57106
C -4.43151 3.29114 -2.60471
C -5.73230 2.82253 -2.56778
N -6.12557 2.07209 -1.51802
C -5.30465 1.74065 -0.50580
C -5.89790 0.87989 0.56402
O -6.61907 -0.13106 -0.10796
C -6.88827 -1.28327 0.70577
C -7.14557 -2.46953 -0.20183
O -6.00574 -3.29083 -0.26113
C -5.62100 -3.73364 -1.55691
C -4.38006 -3.00862 -2.03304
C -3.99448 2.19785 -0.51404
H -0.14948 -3.42321 1.79777
H -0.95023 -2.65733 0.30452
H 1.19525 -4.80535 0.32329
H 1.13995 -1.67625 -0.81851
H -0.36177 -1.64985 -1.74205
H 2.01436 -1.34545 -3.41842
H 0.54444 -0.40410 -3.43246
H 3.01506 -0.04057 -1.71894
H 2.32220 1.10990 -2.82609
H 1.91945 1.82250 -0.57616
H 1.10920 0.31581 -0.13742
H -0.61899 0.85461 -1.87984
H 0.25105 2.37691 -2.19979
H -1.44032 1.51937 0.15814
H -0.03587 2.47993 0.51980
H -4.10752 3.89890 -3.43283
H -6.44909 3.04434 -3.33628
H -7.07789 1.72319 -1.49581
H -6.60367 1.49856 1.12987
H -5.13441 0.49228 1.23049
H -6.04315 -1.52347 1.34482
H -7.78535 -1.08644 1.29043
H -7.98652 -3.03258 0.20973
H -7.45846 -2.10169 -1.17752
H -5.37203 -4.78839 -1.46598
H -6.43469 -3.66928 -2.27597
H -4.60300 -2.02431 -2.44199
H -3.86090 -3.58598 -2.79160
H -3.69818 -2.89845 -1.19614
H -3.33746 1.96069 0.30728
C 3.07473 -5.23605 -3.12927
O 4.06016 -6.24474 -3.25043
C 5.02403 -5.97159 -4.25426
C 6.28454 -5.39512 -3.64913
O 6.04142 -4.11778 -3.07700
C 5.85872 -4.15005 -1.67166
H 2.56039 -5.40341 -2.18581
H 3.52407 -4.24075 -3.11293
H 2.34540 -5.29451 -3.94317
H 4.62000 -5.28940 -5.00838
H 5.26110 -6.91903 -4.74809
H 7.03343 -5.26126 -4.43594
H 6.69628 -6.08261 -2.90432
H 6.81301 -4.29113 -1.15531
H 5.16211 -4.93768 -1.37302
H 5.44559 -3.18774 -1.36992
C -4.22957 4.16731 5.54404
O -3.29918 3.12222 5.77375
C -3.60749 1.92232 5.09105
C -2.76028 1.75314 3.84946
O -3.04747 2.74592 2.86713
C -2.09659 3.80272 2.85299
H -3.78445 5.09017 5.91006
H -4.45465 4.28185 4.48066
H -5.15777 3.98165 6.09370
H -4.67210 1.88199 4.83796
H -3.39272 1.09446 5.77350
H -2.98281 0.77848 3.40052
H -1.69841 1.76861 4.10824
H -1.16259 3.47353 2.38513
H -1.88831 4.17009 3.85861
H -2.51276 4.61666 2.26124
C 3.24416 -0.78774 5.28559
O 4.14852 -1.66934 4.64556
C 3.51524 -2.75356 3.98689
C 3.42273 -2.52654 2.49501
O 2.56678 -1.43626 2.17278
C 3.27533 -0.24652 1.87316
H 3.79372 0.11442 5.54848
H 2.41268 -0.51624 4.62984
H 2.85029 -1.23981 6.20197
H 2.52175 -2.93537 4.40883
H 4.12528 -3.64385 4.16698
H 2.99483 -3.41958 2.02751
H 4.41871 -2.37040 2.07093
H 3.73319 -0.31022 0.87907
H 4.04899 -0.03581 2.61403
H 2.55908 0.57533 1.87360
C 7.67050 -2.64333 4.24889
O 8.71014 -3.55503 3.94349
C 8.28636 -4.64975 3.14765
C 8.65636 -4.46678 1.69279
O 7.96292 -3.37505 1.10424
C 8.75468 -2.20445 0.99843
H 8.13014 -1.74028 4.64681
H 7.08965 -2.38119 3.36088
H 7.00178 -3.06231 5.00870
H 7.20751 -4.80440 3.24872
H 8.79163 -5.54273 3.52811
H 8.36814 -5.36792 1.14159
H 9.73703 -4.33833 1.58577
H 9.48114 -2.30365 0.18494
H 9.28103 -1.98429 1.92949
H 8.08814 -1.37423 0.76812
C -2.61255 9.17381 -3.68802
O -3.89968 9.64106 -3.31863
C -4.92971 9.22016 -4.19669
C -5.71282 8.06298 -3.62059
O -4.91003 6.89133 -3.49506
C -4.43350 6.68046 -2.18316
H -1.94629 9.34380 -2.84415
H -2.62065 8.10652 -3.92266
H -2.23578 9.73054 -4.55153
H -4.52077 8.95620 -5.17626
H -5.60948 10.06635 -4.33249
H -6.53718 7.81879 -4.29671
H -6.13989 8.33842 -2.65220
H -5.24150 6.30621 -1.53907
H -4.01135 7.58401 -1.73958
H -3.64876 5.92745 -2.23853
```

DFT total energy = -77013.09995 eV
Molecular weight = 831.1 g mol⁻¹
HOMO-LUMO gap = 5.53 eV
Total charge = +1

Results of the Mulliken charge analysis, in e, for atoms 1 through 4: atom 1 (C): -0.64, atom 2 (C): -0.08, atom 3 (C): 0.44, atom 4 (O): -0.50

# C40H80O10

10 unconnected molecules or ions with the total composition C40H80O10 in a non-equilibrium geometry (ωB97M-V/def2-TZVPD, the OMol25 dataset).

Structure (XYZ):
```
130
C40H80O10 | the OMol25 dataset | ωB97M-V/def2-TZVPD
C 2.06044 -23.25364 -6.71484
C 1.01160 -23.71717 -5.67768
C 1.84245 -24.01430 -4.42799
O 3.20351 -24.23911 -4.90691
C 3.37672 -23.31325 -5.96735
H 1.87697 -22.24342 -7.04450
H 2.07406 -23.90554 -7.54203
H 0.64141 -24.69781 -5.96001
H 0.18720 -22.98569 -5.53323
H 1.44072 -24.90411 -3.98422
H 1.88010 -23.18641 -3.74211
H 4.25486 -23.62967 -6.53123
H 3.64695 -22.30334 -5.57304
C -2.01514 -21.24762 -1.47245
C -1.55387 -19.95119 -0.78385
C -0.57638 -20.58065 0.24635
O 0.05550 -21.58204 -0.48677
C -0.72477 -21.91897 -1.62136
H -2.44432 -21.07957 -2.50277
H -2.65285 -21.81954 -0.83025
H -2.36112 -19.53396 -0.21798
H -1.04681 -19.25147 -1.40979
H -1.05443 -21.01753 1.12191
H 0.13907 -19.78275 0.55531
H -0.84547 -23.01085 -1.68403
H -0.15333 -21.64363 -2.48397
C 8.57500 -26.75939 -0.34385
C 8.86950 -26.67210 1.20400
C 9.54966 -25.28281 1.30756
O 9.62937 -24.72553 0.02689
C 9.67053 -25.76536 -0.87284
H 7.57095 -26.32652 -0.63846
H 8.68771 -27.74463 -0.79058
H 9.53758 -27.48190 1.52804
H 8.06140 -26.72051 1.93104
H 10.54576 -25.44522 1.70809
H 8.91169 -24.63929 1.91159
H 10.66837 -26.26768 -0.87013
H 9.43400 -25.44982 -1.84212
C 5.44109 -22.54178 -1.86844
C 6.62566 -23.42224 -2.37193
C 5.95641 -24.80682 -2.55094
O 5.06596 -24.86301 -1.44437
C 4.41199 -23.60543 -1.42518
H 5.03955 -21.85745 -2.61938
H 5.87715 -21.98891 -1.03328
H 7.49499 -23.42944 -1.71289
H 6.97598 -23.02192 -3.31464
H 6.60910 -25.69282 -2.54385
H 5.48684 -24.82989 -3.54012
H 3.95485 -23.42788 -0.47982
H 3.53356 -23.59862 -2.14272
C 4.74717 -25.71468 3.75320
C 4.43276 -24.67803 2.65699
C 5.83848 -24.65653 1.99077
O 6.77102 -24.76519 3.09970
C 6.06247 -25.08987 4.28358
H 4.98282 -26.67622 3.29525
H 3.94851 -25.82393 4.45996
H 4.12986 -23.68558 2.98274
H 3.70541 -25.14780 2.04316
H 6.04968 -23.71064 1.44709
H 5.97288 -25.54496 1.34706
H 5.81673 -24.17720 4.86549
H 6.72495 -25.69800 4.92789
C 4.39720 -27.59761 -4.98023
C 3.63183 -27.32762 -3.67256
C 2.26146 -27.93023 -4.04907
O 2.02706 -27.52157 -5.33059
C 3.24499 -27.38834 -6.04287
H 4.81379 -28.61464 -4.96555
H 5.26036 -26.95712 -5.12009
H 3.50953 -26.28680 -3.41696
H 4.06572 -27.88815 -2.79834
H 1.50645 -27.46861 -3.35676
H 2.21252 -29.06174 -3.88320
H 3.38524 -26.41781 -6.56043
H 3.35201 -28.14424 -6.81486
C 3.69362 -19.03554 3.05398
C 2.54192 -19.60863 2.21111
C 2.97137 -21.10741 1.99359
O 4.34457 -21.17315 2.37587
C 4.44718 -20.28072 3.45794
H 3.46068 -18.42336 3.88606
H 4.35542 -18.42109 2.48942
H 2.44663 -19.09315 1.29350
H 1.59249 -19.64194 2.76458
H 2.83732 -21.44119 0.93965
H 2.33279 -21.76213 2.60445
H 5.48589 -20.11264 3.73808
H 3.94406 -20.71871 4.30367
C 1.81399 -26.98306 -0.09626
C 0.50585 -26.21099 0.30156
C 0.85240 -25.76489 1.71819
O 1.72194 -26.77410 2.26877
C 2.21156 -27.68405 1.23422
H 2.59350 -26.23075 -0.24881
H 1.72682 -27.67228 -0.91167
H -0.32146 -26.89545 0.23627
H 0.28854 -25.45500 -0.45876
H -0.03006 -25.71153 2.39769
H 1.28275 -24.74686 1.73496
H 1.72004 -28.64937 1.39053
H 3.23791 -27.80484 1.41666
C 5.77572 -19.07510 -1.95517
C 4.65444 -19.17497 -0.92751
C 3.43451 -19.04944 -1.78909
O 3.74803 -18.13194 -2.80067
C 5.21342 -17.99079 -2.84428
H 5.84969 -20.07306 -2.41587
H 6.72200 -18.86649 -1.44274
H 4.68402 -18.35996 -0.20246
H 4.59853 -20.06454 -0.30074
H 2.55402 -18.76086 -1.20764
H 3.14668 -20.02024 -2.31539
H 5.54156 -16.98894 -2.43927
H 5.60604 -18.16969 -3.87054
C 9.02967 -21.52382 0.80000
C 8.01532 -20.82605 1.87759
C 7.98127 -19.34655 1.38883
O 8.69834 -19.33339 0.13162
C 8.75874 -20.65811 -0.44115
H 8.73542 -22.59890 0.68601
H 10.02076 -21.49803 1.17464
H 8.44743 -20.92138 2.84216
H 7.02123 -21.33645 1.83535
H 8.49535 -18.64066 2.04828
H 6.91405 -19.06038 1.21707
H 9.50648 -20.69164 -1.24041
H 7.76230 -21.01497 -0.79953
```

Structure (SMILES) = C1CCOC1.C1CCOC1.C1CCOC1.C1CCOC1.C1CCOC1.C1CCOC1.C1CCOC1.C1CCOC1.C1CCOC1.C1CCOC1
DFT total energy = -63246.39170 eV
Molecular weight = 721.1 g mol⁻¹
HOMO-LUMO gap = 9.79 eV
Total charge = 0

Results of the Mulliken charge analysis, in e, for atoms 1 through 4: atom 1 (C): -0.67, atom 2 (C): -0.61, atom 3 (C): -0.17, atom 4 (O): 0.06

# C40H80O40S4

12 unconnected molecules or ions with the total composition C40H80O40S4 in a non-equilibrium geometry (ωB97M-V/def2-TZVPD, the OMol25 dataset).

Structure (XYZ):
```
164
C40H80O40S4 | the OMol25 dataset | ωB97M-V/def2-TZVPD
O -3.91180 -4.01738 -1.44048
S -4.45984 -5.04909 -2.22787
O -3.58414 -5.96477 -2.86318
O -5.57231 -5.81167 -1.40356
C -6.70295 -6.11883 -2.22338
C -6.50927 -5.42595 -3.57280
O -5.42799 -4.51196 -3.40179
H -7.03136 -7.15541 -2.17503
H -7.53976 -5.61280 -1.72515
H -7.42506 -4.88734 -3.80295
H -6.28369 -6.10507 -4.39665
O 4.02169 1.86453 4.78434
S 4.93819 1.03997 5.46912
O 6.17188 1.49765 5.96217
O 4.12007 0.40846 6.69404
C 4.31533 -1.00354 6.77503
C 4.46928 -1.43643 5.33185
O 5.10099 -0.35525 4.68146
H 5.23279 -1.21902 7.33036
H 3.48589 -1.40639 7.34779
H 3.56280 -1.77029 4.82186
H 5.09432 -2.33511 5.34103
O -7.51754 -2.23952 -2.67969
S -6.97143 -2.22576 -1.37669
O -6.97114 -3.39847 -0.59740
O -5.49076 -1.56549 -1.35346
C -5.62101 -0.15986 -1.22288
C -7.09206 0.21646 -0.97843
O -7.61555 -1.05419 -0.53823
H -4.95467 0.19727 -0.43411
H -5.29506 0.38287 -2.11696
H -7.62854 0.53928 -1.86305
H -7.11796 0.85105 -0.10332
O -2.10315 5.08894 5.46913
S -0.93846 5.77516 5.84434
O -0.88641 7.16730 6.07250
O -0.34811 5.05918 7.16558
C 1.08434 5.10849 7.14156
C 1.44385 4.93164 5.66971
O 0.26901 5.31160 4.92419
H 1.29486 6.11470 7.52535
H 1.55895 4.40555 7.81777
H 1.54223 3.87732 5.40140
H 2.28722 5.48252 5.26427
C 9.13367 -0.51252 -2.31984
C 7.99429 0.23033 -2.97835
O 7.21990 1.02893 -2.06508
C 6.55896 0.40733 -1.10464
O 6.53181 -0.78251 -0.91562
O 5.89254 1.31569 -0.39869
C 4.89519 0.82688 0.50844
H 9.62230 -1.13073 -3.07361
H 8.84809 -1.08640 -1.44670
H 9.87663 0.21588 -1.97662
H 7.28228 -0.45748 -3.44848
H 8.33805 0.89170 -3.76779
H 4.11420 1.57070 0.47642
H 5.38991 0.67999 1.46563
H 4.49170 -0.14370 0.23310
C -1.00151 -5.05003 -1.15670
C 0.31585 -4.59206 -0.62319
O 1.25440 -4.49375 -1.69086
C 2.53209 -4.23820 -1.41165
O 3.44851 -4.66610 -2.05243
O 2.65469 -3.44439 -0.33282
C 3.98799 -3.11880 0.00743
H -1.47716 -4.45608 -1.92914
H -1.68242 -5.17711 -0.31404
H -0.86469 -6.03933 -1.60069
H 0.60966 -5.32696 0.13922
H 0.29250 -3.66078 -0.05251
H 4.64754 -3.98461 0.02215
H 3.94395 -2.59758 0.95769
H 4.42450 -2.45327 -0.73989
C 3.80050 -0.32939 -3.52305
C 2.82514 0.59122 -2.82343
O 2.20507 1.46159 -3.80800
C 1.03598 1.25323 -4.37462
O 0.20274 0.42576 -4.10179
O 0.92528 2.12433 -5.37166
C -0.30751 2.10023 -6.07661
H 3.31473 -1.14181 -4.05911
H 4.54418 -0.70070 -2.81491
H 4.37989 0.25114 -4.24874
H 3.34409 1.30556 -2.18906
H 2.08173 0.01279 -2.28620
H -0.10279 2.67792 -6.97660
H -1.14707 2.55765 -5.54875
H -0.64754 1.11253 -6.38365
C 4.36960 4.82804 2.30082
C 5.73124 4.46065 2.87288
O 6.00378 3.09030 2.56767
C 7.17939 2.63845 3.00467
O 7.84037 3.16713 3.85261
O 7.46202 1.50833 2.36524
C 8.28117 0.55306 3.03984
H 3.54156 4.16183 2.53389
H 4.55914 4.84346 1.22414
H 4.02585 5.79921 2.65598
H 5.72660 4.61498 3.95761
H 6.53498 5.08525 2.48263
H 7.76210 -0.39937 3.01331
H 8.45074 0.87298 4.06682
H 9.23660 0.52316 2.52247
C -6.80850 3.60501 0.26084
C -7.20101 2.91786 1.56731
O -6.19750 2.05424 2.05364
C -5.00559 2.61149 2.29234
O -4.78863 3.77518 2.46166
O -4.09171 1.63562 2.26145
C -2.73986 2.02985 2.42072
H -6.39902 4.60543 0.38396
H -7.68489 3.75648 -0.37626
H -6.11800 2.99146 -0.32131
H -8.07070 2.29969 1.33749
H -7.58986 3.64540 2.28119
H -2.06365 1.17883 2.44970
H -2.61344 2.73606 3.23823
H -2.32559 2.52434 1.52813
C -5.32202 2.43536 -8.65377
C -5.18889 0.93018 -8.58837
O -5.05571 0.45683 -7.24343
C -3.81248 0.33076 -6.77729
O -2.82567 0.73692 -7.32874
O -3.88240 -0.33882 -5.63582
C -2.65252 -0.37206 -4.86281
H -6.07372 2.82466 -7.96653
H -5.54333 2.75303 -9.67345
H -4.39542 2.93928 -8.36176
H -4.47595 0.54522 -9.31802
H -6.13790 0.48090 -8.90020
H -1.92839 -1.02443 -5.34163
H -2.96200 -0.81419 -3.92706
H -2.29944 0.64758 -4.77885
C 0.40436 -3.21608 2.88335
C -0.51363 -2.61344 3.92470
O -1.55811 -1.87116 3.33969
C -2.61093 -2.54388 2.88569
O -2.74028 -3.73511 2.94184
O -3.46785 -1.67177 2.39272
C -4.56226 -2.19844 1.65047
H -0.15744 -3.91944 2.27050
H 1.23335 -3.76386 3.33868
H 0.86486 -2.44673 2.25761
H 0.02782 -1.95577 4.60568
H -0.87717 -3.41821 4.57133
H -5.16215 -2.91375 2.21182
H -4.09288 -2.77749 0.85162
H -5.22467 -1.48568 1.18099
C -1.87778 -1.59269 -0.60120
C -1.12100 -0.30762 -0.88357
O -0.70472 0.29726 0.35279
C 0.55907 0.57873 0.56994
O 1.52658 0.09757 0.05050
O 0.59069 1.36369 1.65310
C 1.87775 1.74989 2.12365
H -1.63661 -2.01349 0.37391
H -1.54490 -2.33229 -1.32987
H -2.95818 -1.51664 -0.70217
H -1.74267 0.40878 -1.40902
H -0.22984 -0.51468 -1.46479
H 2.45489 0.94813 2.57993
H 1.72997 2.44696 2.95126
H 2.33888 2.32416 1.32457
```

Structure (SMILES) = O=S1(=O)OCCO1.O=S1(=O)OCCO1.O=S1(=O)OCCO1.O=S1(=O)OCCO1.CCOC(=O)OC.CCOC(=O)OC.CCOC(=O)OC.CCOC(=O)OC.CCOC(=O)OC.CCOC(=O)OC.CCOC(=O)OC.CCOC(=O)OC
DFT total energy = -168014.74239 eV
Molecular weight = 1329.3 g mol⁻¹
HOMO-LUMO gap = 10.37 eV
Total charge = 0

Results of the Mulliken charge analysis, in e, for atoms 1 through 4: atom 1 (O): -0.09, atom 2 (S): 0.99, atom 3 (O): -0.66, atom 4 (O): -0.35